C17H20ClMoN3O4Si as an isolated structure at a distorted geometry, computed with ωB97M-V with the def2-TZVPD basis set.

Last column: Mulliken spin population.
Element x y z (Å)
1 Mo 0.83 0.37 0.15  1.987
2 O 3.77 -3.18 -3.40  0.000
3 C 2.53 -3.60 -3.22  0.001
4 O 2.11 -4.63 -3.66  0.000
5 C 1.62 -2.75 -2.36  0.010
6 C 0.30 -3.11 -2.02  0.016
7 Cl -0.49 -4.51 -2.44  0.003
8 N -0.25 -2.13 -1.26  -0.005
9 N 0.69 -1.17 -1.10  0.001
10 C 1.81 -1.53 -1.76  0.021
11 C 2.95 -0.56 -1.55  0.022
12 O 4.04 -0.72 -1.99  0.002
13 O 2.57 0.47 -0.77  0.063
14 C -1.53 -1.92 -0.63  0.014
15 C -1.70 -0.85 0.26  0.004
16 C -2.91 -0.60 0.87  0.001
17 C -3.99 -1.42 0.61  -0.006
18 C -3.84 -2.47 -0.27  0.009
19 C -2.63 -2.72 -0.90  -0.002
20 H 4.00 -2.34 -2.95  0.000
21 H -0.93 -0.14 0.55  -0.160
22 H -3.01 0.24 1.55  0.000
23 H -4.95 -1.23 1.09  0.000
24 H -4.68 -3.12 -0.49  0.000
25 H -2.55 -3.54 -1.59  0.000
26 C 1.57 3.41 -1.82  0.001
27 Si 0.18 2.49 -1.08  -0.096
28 C -1.20 2.05 -2.22  0.001
29 C -0.36 3.17 0.57  0.016
30 H 1.20 4.38 -2.16  -0.002
31 H 1.99 2.89 -2.68  -0.001
32 H 2.37 3.58 -1.09  0.001
33 H -1.62 2.97 -2.65  0.002
34 H -2.01 1.52 -1.71  0.005
35 H -0.84 1.43 -3.04  0.000
36 H -0.85 4.13 0.34  0.001
37 H 0.49 3.39 1.22  -0.001
38 H -1.09 2.57 1.12  -0.005
39 C 0.04 1.29 5.46  0.006
40 C 1.32 0.86 4.71  -0.001
41 C 1.11 0.73 3.28  0.114
42 N 0.95 0.63 2.15  -0.026
43 H 0.25 1.29 6.52  0.000
44 H -0.78 0.60 5.27  0.001
45 H -0.26 2.30 5.17  0.000
46 H 1.68 -0.11 5.06  0.001
47 H 2.13 1.58 4.86  0.004

Computed properties:
Expectation value of S²   2.02
Multiplicity   3
Net charge   +2
Molecular weight   489.8 g mol⁻¹
Kohn-Sham gap (spin up / spin down)   0.26937 / 0.28069 Ha